Density functional theory data (ωB97M-V/def2-TZVPD) for the molecule C6H10O at a distorted geometry.

```
17
Properties=species:S:1:pos:R:3:forces:R:3
C 1.464842 -0.853370 1.712932 0.247 0.627 -0.348
C 0.576308 0.132454 0.776833 -0.682 -0.151 -1.313
C 0.535014 1.328425 -0.423813 0.466 0.302 1.192
C -0.868214 1.366719 -1.128872 0.157 -0.232 0.732
C -1.691122 0.321875 -1.090944 0.429 0.074 0.256
C -1.112791 -0.921665 -0.472877 -0.447 -0.493 -0.039
O 0.242238 -0.796579 -0.240964 -0.156 -1.894 0.242
H 1.618509 -0.600035 2.774853 -0.074 0.595 -0.533
H 2.427577 -1.152008 1.294186 -0.030 0.287 -0.138
H 0.869706 -1.796153 1.742917 0.122 0.842 -0.249
H -0.250875 0.360887 1.488674 -0.063 -0.008 -0.839
H 1.276197 1.162886 -1.231772 -0.047 -0.068 0.892
H 0.679962 2.299123 0.016086 0.275 0.681 0.032
H -1.187791 2.295400 -1.626885 0.426 -0.327 0.416
H -2.723141 0.303907 -1.459096 0.508 0.133 -0.021
H -1.585573 -1.168876 0.487432 -0.476 -0.203 -0.185
H -1.146531 -1.768294 -1.154179 -0.654 -0.165 -0.097
```
Forces are in eV/Å.

The LUMO energy is 1.11 eV. The calculation puts the relative energy (zero: lowest compared OMol25 entry of this formula, charge and spin) at 61.7 kcal/mol. As for the SMILES: C[C@H]1CC=CCO1.